# 1
{"formula": "C21H19AgCl3N4OSSbSe4", "method": "ωB97M-V/def2-TZVPD", "species": ["Ag", "Se", "Sb", "Se", "Se", "Se", "Cl", "C", "C", "C", "C", "C", "C", "N", "C", "C", "N", "C", "O", "C", "C", "C", "Cl", "S", "C", "C", "C", "Cl", "C", "H", "H", "H", "H", "H", "H", "H", "H", "H", "H", "H", "H", "H", "N", "C", "C", "C", "C", "C", "N", "H", "H", "H", "H", "H", "H"], "positions_angstrom": [[2.154696, 0.551652, 0.944526], [4.412805, -3.535086, -1.103020], [2.534158, -2.692576, 0.228157], [3.406546, -1.420882, 2.212059], [1.280412, -0.933802, -1.108567], [0.898351, -4.358795, 0.958129], [0.161037, 3.701935, -2.968002], [-1.050200, 2.820233, -2.084826], [-0.961600, 1.444315, -1.975406], [-1.942924, 0.768624, -1.268629], [-3.012133, 1.430831, -0.670489], [-4.050132, 0.684878, 0.141254], [-3.630513, 0.573592, 1.624377], [-2.239017, 0.291636, 1.910504], [-1.659322, -0.907618, 2.278042], [-0.326545, -0.671508, 2.384297], [-0.062565, 0.653285, 2.098460], [-1.224486, 1.190596, 1.826737], [-4.508140, -0.493494, -0.497391], [-4.060346, -1.798296, -0.134412], [-3.223143, -2.455267, -1.189962], [-3.649750, -2.741422, -2.451667], [-5.218018, -2.425394, -3.099040], [-2.446524, -3.518845, -3.393175], [-1.334971, -3.467423, -2.087903], [-1.877852, -2.885485, -0.990522], [-3.043032, 2.816466, -0.789817], [-4.300843, 3.764456, -0.009487], [-2.081936, 3.524483, -1.490237], [-0.127411, 0.897273, -2.394863], [-1.839064, -0.304553, -1.164113], [-4.945573, 1.308323, 0.169845], [-4.250646, -0.171438, 2.124268], [-3.866251, 1.542300, 2.069955], [-2.228396, -1.806424, 2.438392], [0.471569, -1.363298, 2.612039], [-1.390715, 2.216242, 1.533614], [-4.969622, -2.384134, 0.028809], [-3.497920, -1.787833, 0.796322], [-0.328660, -3.845310, -2.183397], [-1.306108, -2.765576, -0.077471], [-2.135704, 4.600759, -1.564510], [4.621783, 0.030459, -1.376045], [5.081973, 0.715171, -0.297660], [6.281048, 0.321973, 0.338980], [6.737626, 1.047512, 1.402714], [6.020788, 2.167314, 1.835834], [4.855306, 2.466721, 1.167488], [4.374134, 1.777965, 0.124810], [4.862160, -0.961307, -1.408886], [3.628776, 0.156295, -1.559104], [6.780568, -0.576622, 0.002295], [7.639240, 0.738821, 1.919298], [6.340343, 2.758951, 2.682998], [4.246742, 3.309324, 1.484398]], "forces_ev_per_angstrom": [[0.003, -0.086, -0.042], [-0.009, 0.007, -0.019], [0.026, 0.021, 0.049], [-0.043, 0.014, -0.031], [0.090, -0.044, 0.047], [-0.015, -0.027, -0.015], [0.006, 0.006, -0.004], [-0.008, -0.028, 0.003], [-0.041, 0.050, -0.005], [-0.045, -0.033, 0.000], [0.016, 0.012, -0.006], [-0.035, 0.014, 0.022], [0.002, 0.009, 0.019], [-0.057, 0.053, -0.050], [0.002, -0.063, 0.021], [0.150, 0.071, 0.013], [-0.198, -0.045, 0.109], [0.152, 0.029, -0.092], [0.024, -0.003, -0.021], [0.007, 0.018, -0.001], [0.006, 0.020, 0.012], [0.021, -0.041, 0.009], [-0.021, -0.016, -0.010], [0.019, 0.070, -0.005], [-0.035, -0.050, -0.005], [-0.008, 0.022, 0.013], [0.025, -0.015, -0.005], [-0.006, -0.015, 0.003], [-0.005, 0.025, 0.001], [-0.017, 0.030, -0.018], [0.006, 0.010, -0.008], [0.001, 0.009, -0.018], [-0.006, 0.012, 0.008], [-0.003, -0.007, 0.017], [0.009, -0.006, -0.010], [-0.019, -0.007, 0.013], [-0.009, 0.002, 0.022], [-0.001, -0.020, 0.014], [-0.005, -0.004, -0.028], [-0.004, -0.010, 0.002], [0.004, 0.002, 0.005], [0.001, 0.000, 0.000], [-0.025, -0.002, -0.014], [-0.045, 0.020, 0.012], [-0.017, -0.027, -0.061], [0.044, -0.006, 0.021], [-0.026, 0.037, 0.025], [-0.050, 0.031, -0.054], [0.114, -0.049, 0.075], [0.029, 0.005, -0.007], [0.022, 0.004, 0.001], [-0.015, -0.004, -0.009], [0.001, 0.001, 0.001], [-0.007, 0.004, 0.000], [-0.001, 0.000, 0.000]], "lowdin_charge": [0.30, -0.30, -0.35, -0.20, -0.06, -0.28, 0.66, -0.65, -0.12, 0.00, -0.19, -0.29, -0.07, -0.07, -0.07, -0.17, 0.01, -0.18, -0.10, -0.15, -0.33, -0.99, 0.61, 0.97, -0.42, -0.19, -0.58, 0.67, -0.15, 0.02, 0.10, 0.11, 0.13, 0.12, 0.11, 0.03, 0.13, 0.13, 0.09, 0.06, 0.04, 0.10, 0.10, -0.45, -0.05, -0.11, -0.12, -0.20, 0.05, -0.04, -0.03, 0.11, 0.10, 0.08, 0.09], "e_tot_ev": -350422.7659, "lumo_ha": 0.13040, "de_lowest_kj_mol": 1.2, "spin_multiplicity": 1, "e_homo_ev": -1.328, "charge": -2}

# 2
{"formula": "C46H39BrMoN6O5P", "method": "ωB97M-V/def2-TZVPD", "species": ["Mo", "C", "C", "O", "C", "C", "C", "N", "N", "C", "O", "C", "C", "C", "C", "C", "C", "H", "H", "H", "H", "H", "H", "H", "H", "H", "H", "H", "H", "O", "N", "C", "C", "C", "C", "C", "C", "C", "P", "C", "C", "C", "C", "C", "C", "C", "C", "C", "C", "C", "C", "H", "H", "H", "H", "H", "H", "H", "H", "H", "H", "H", "H", "H", "H", "H", "H", "N", "C", "C", "C", "C", "C", "C", "C", "C", "N", "C", "H", "H", "H", "H", "H", "H", "H", "H", "Br", "C", "C", "N", "C", "C", "C", "C", "O", "O", "H", "H", "H"], "positions_angstrom": [[-0.210630, -0.089305, 0.380956], [2.470328, 2.250658, 3.598390], [2.347020, 1.197436, 2.520037], [2.992304, 0.113603, 2.699233], [1.615880, 1.586449, 1.345512], [1.988446, 1.151220, 0.025267], [2.457419, 2.086476, -1.132093], [1.678535, -0.109888, -0.352686], [2.374758, -0.774125, -1.278913], [3.175115, -1.776516, -0.998440], [3.332202, -2.570513, -0.005505], [3.864807, -2.074122, -2.300134], [4.994158, -2.801664, -2.152262], [5.597354, -3.368033, -3.285619], [5.135199, -2.999029, -4.546493], [4.078099, -2.065287, -4.659058], [3.409021, -1.599521, -3.534662], [1.881899, 3.090154, 3.216590], [3.539590, 2.498328, 3.790539], [2.048901, 1.935856, 4.561887], [1.169782, 2.566610, 1.344604], [3.305971, 1.653830, -1.657625], [2.656506, 3.055360, -0.710720], [1.644886, 2.301462, -1.875824], [5.375727, -2.901339, -1.141770], [6.522454, -3.894452, -3.137305], [5.581269, -3.279855, -5.518338], [3.735004, -1.704099, -5.597825], [2.490214, -0.957454, -3.512433], [-1.583736, 2.509365, 0.060292], [-1.363351, 1.338657, -0.673467], [-1.882959, 1.459039, -1.888323], [-2.096142, 0.450617, -2.891288], [-2.761198, 0.869457, -4.042822], [-3.157845, -0.006037, -5.088709], [-2.882192, -1.330181, -4.914030], [-2.360419, -1.831227, -3.749062], [-1.906929, -0.975411, -2.747025], [-1.377184, -1.519834, -1.063673], [-2.933403, -1.717087, -0.263572], [-3.275557, -0.759077, 0.694588], [-4.329757, -0.931909, 1.589055], [-5.187477, -1.988947, 1.389247], [-5.033575, -2.802468, 0.299794], [-3.909943, -2.737559, -0.504021], [-0.570642, -3.065918, -1.319398], [-0.950416, -4.237820, -0.577493], [-0.298961, -5.443736, -0.861817], [0.856764, -5.424037, -1.609241], [1.275733, -4.228491, -2.255157], [0.513925, -3.085240, -2.235759], [-0.460772, 3.673460, 0.001798], [-2.046522, 2.471770, -2.256274], [-2.990784, 1.917003, -4.201725], [-3.712178, 0.418656, -6.000870], [-3.003597, -2.007714, -5.826055], [-2.366280, -2.916789, -3.539476], [-2.836113, 0.245025, 0.625952], [-4.469238, -0.174007, 2.350973], [-5.951855, -2.193851, 2.077185], [-5.819019, -3.530646, 0.045250], [-3.700171, -3.540966, -1.222411], [-1.687229, -4.247496, 0.207962], [-0.729474, -6.378680, -0.511726], [1.497081, -6.331664, -1.559884], [2.284235, -4.279708, -2.731541], [0.751464, -2.245497, -2.903350], [1.110360, -1.614290, 1.648154], [0.315636, -2.060344, 2.763829], [0.439959, -3.184624, 3.533112], [-0.057056, -3.233515, 4.870437], [-0.809050, -2.217626, 5.344957], [-1.235817, -1.132119, 4.473885], [-2.176877, -0.131734, 4.786892], [-2.448059, 0.883755, 3.861393], [-1.715560, 0.983230, 2.703043], [-0.757399, 0.037848, 2.346673], [-0.554625, -1.012474, 3.197703], [1.464334, -2.395611, 1.029969], [2.038583, -1.170544, 1.989830], [0.934832, -4.054584, 3.029345], [0.162221, -4.140259, 5.503108], [-1.211451, -2.217860, 6.362383], [-2.883809, -0.282987, 5.609671], [-3.275110, 1.543749, 4.070356], [-1.701218, 1.829404, 2.060549], [2.177001, 9.623559, -0.728651], [0.872818, 8.680867, 0.389040], [-0.043959, 9.358742, 1.196312], [-0.963729, 8.674478, 1.837364], [-0.948571, 7.368279, 1.914138], [-0.115630, 6.581619, 1.035628], [0.862683, 7.287664, 0.319690], [-0.044313, 5.071067, 1.175783], [-0.292575, 4.478413, 2.202701], [0.164774, 4.460369, -0.018888], [-0.168669, 10.460630, 1.155350], [-1.528535, 6.876300, 2.646124], [1.592312, 6.705310, -0.299118]], "forces_ev_per_angstrom": [[4.754, 1.160, 0.633], [-0.297, 0.422, -0.326], [2.255, -2.892, 2.029], [-1.863, 2.018, -0.997], [-0.775, -0.401, -2.508], [-0.535, 0.857, -1.312], [-1.201, -0.126, 0.681], [0.196, 0.452, 0.393], [-1.739, 1.306, 0.986], [0.817, -2.571, 0.230], [-0.983, 2.549, -1.535], [-0.560, 0.767, 0.784], [1.189, -1.263, -0.842], [0.302, 1.118, 0.123], [-0.437, 0.822, -0.697], [-0.130, -0.280, 0.915], [-0.384, -0.512, 0.372], [0.423, 0.382, 0.628], [-0.787, -0.112, -0.376], [0.041, -0.219, -0.327], [0.368, 0.472, 0.234], [0.039, 0.015, 0.139], [0.524, 0.326, 0.186], [0.463, -0.695, 0.612], [0.020, -0.530, -0.213], [0.101, -0.471, -0.269], [0.012, -0.245, 0.965], [0.024, 0.004, -0.859], [1.200, -0.586, -0.511], [1.079, -1.762, -0.281], [-1.759, 2.456, -1.276], [1.922, -0.126, 1.112], [-0.500, -2.003, -0.755], [-0.449, 0.025, -1.183], [-0.234, 1.989, 0.170], [-0.422, -1.516, -3.057], [0.778, -0.712, 1.898], [-0.217, 1.489, 0.472], [-0.790, -0.681, -2.217], [-2.374, -1.008, 0.615], [-0.184, 0.755, -0.165], [0.455, 0.397, -0.623], [0.533, 0.484, 0.247], [-0.380, -1.226, -1.191], [1.526, 0.215, 0.217], [-0.089, -1.731, 0.486], [1.027, 0.646, -1.339], [-0.608, 0.461, 0.179], [0.924, 0.334, -0.011], [1.438, -1.841, -0.020], [-0.723, -0.192, 0.449], [0.184, -0.511, -0.165], [-0.468, -0.023, 0.649], [0.089, 0.081, 0.295], [1.162, -0.848, 1.496], [-0.261, 0.706, 1.648], [0.393, 0.634, -0.463], [0.137, -0.654, 0.478], [-0.216, -0.221, 0.012], [-1.149, -0.047, 0.728], [0.550, 0.204, 0.334], [-0.250, 0.528, 0.116], [-0.424, 0.339, -0.153], [0.361, 0.158, 0.354], [-0.485, 0.817, -0.616], [-1.134, 0.322, 0.057], [-0.094, -0.293, 0.632], [0.029, -1.576, -1.117], [0.148, 1.337, 0.679], [0.645, -0.832, -1.107], [0.263, -1.383, -0.087], [-1.437, 1.044, -0.010], [1.532, 0.173, -0.412], [-0.838, -0.593, -0.999], [0.020, -0.831, 1.105], [2.425, -1.455, 0.137], [-3.004, 0.894, 2.742], [-0.595, -0.433, 1.030], [-0.276, 0.790, 0.715], [-1.226, -0.101, -0.243], [-0.080, 0.825, 1.003], [-0.220, 1.214, -0.784], [0.194, -0.107, -0.350], [0.646, 0.265, 0.082], [0.178, 0.392, -0.099], [-0.586, 0.642, -0.719], [-0.828, -0.453, 0.871], [0.867, 0.154, -0.529], [-0.002, 0.336, -1.957], [-0.551, 0.546, 1.752], [1.889, -1.302, -2.301], [0.783, 1.006, 1.931], [-0.167, -0.772, -0.579], [-0.993, 0.610, -0.678], [0.282, 0.183, -0.425], [-0.163, 0.375, 0.836], [0.402, -0.831, 0.207], [-0.984, -0.381, 0.498], [-0.743, 0.851, 0.540]], "lowdin_charge": [1.49, 0.01, -0.41, 0.00, -0.06, -0.27, 0.02, -0.15, 0.06, -0.46, -0.02, -0.21, -0.04, -0.06, -0.07, -0.08, -0.05, 0.06, 0.11, 0.10, 0.07, 0.08, 0.07, 0.10, 0.12, 0.10, 0.11, 0.09, 0.11, -0.26, -0.26, -0.06, -0.20, -0.02, -0.05, -0.09, -0.08, -0.23, 0.95, -0.34, -0.13, -0.04, -0.06, -0.07, -0.05, -0.36, -0.07, -0.08, -0.05, -0.05, -0.10, 0.05, 0.14, 0.12, 0.15, 0.14, 0.13, 0.07, 0.11, 0.10, 0.13, 0.12, 0.10, 0.11, 0.13, 0.13, 0.10, 0.02, -0.23, 0.01, -0.06, -0.02, -0.11, 0.04, -0.04, -0.08, -0.08, -0.14, 0.10, 0.10, 0.14, 0.14, 0.13, 0.13, 0.12, 0.08, 0.68, -0.60, -0.17, 0.06, -0.06, -0.08, -0.07, -0.47, 0.10, 0.04, 0.12, 0.11, 0.13], "e_tot_ev": -148688.3231, "s_squared": 2.328, "lumo_ha": [-0.16961, -0.15505], "de_lowest_kj_mol": 227.7, "spin_multiplicity": 3, "e_homo_ev": [-10.638, -10.851], "charge": 1}

# 3
{"formula": "C4H9NO", "method": "ωB97M-V/def2-TZVPD", "species": ["C", "C", "O", "C", "C", "N", "H", "H", "H", "H", "H", "H", "H", "H", "H"], "positions_angstrom": [[1.325877, -1.323169, 1.024785], [0.076326, -0.882076, 0.309432], [-1.005222, -0.644067, 1.169783], [0.411303, 0.365608, -0.435211], [-1.118634, 1.539530, -1.123277], [-0.119236, 1.445270, -0.022661], [1.122700, -2.220490, 1.603069], [2.121437, -1.499471, 0.293548], [1.627082, -0.506353, 1.689419], [-0.255672, -1.607659, -0.451189], [-0.976715, 0.322793, 1.334050], [0.966676, 0.308134, -1.390080], [-1.843343, 0.709029, -1.003349], [-0.762519, 1.532413, -2.166124], [-1.570060, 2.460504, -0.832195]], "forces_ev_per_angstrom": [[0.254, -0.243, 0.224], [0.359, -0.246, 0.041], [0.204, -0.044, 0.287], [0.254, -0.213, 0.425], [-0.604, 1.011, -0.159], [0.031, -0.829, -0.314], [0.197, -0.066, 0.069], [0.025, -0.121, 0.207], [0.074, -0.261, 0.040], [0.215, 0.011, 0.132], [-0.062, -0.135, -0.164], [-0.350, -0.274, -0.171], [0.189, 0.527, -0.181], [0.174, 0.180, 0.244], [-0.959, 0.703, -0.680]], "lowdin_charge": [-0.04, -0.45, -0.04, -0.19, -0.12, -0.03, 0.08, 0.09, 0.09, 0.16, 0.08, 0.13, 0.09, 0.09, 0.07], "e_tot_ev": -7828.3530, "lumo_ha": 0.01234, "de_lowest_kj_mol": 382.8, "spin_multiplicity": 1, "e_homo_ev": -8.485, "charge": 0}